1.
Entry from OMol25: a molecular structure, C12H14FIN2Pd (wB97M-V/def2-TZVPD).

Each line ends with the natural charge from an NBO analysis.
Element x y z (Å)
C  -0.618  -4.268  3.924  -0.611
C  -1.807  -3.502  4.512  -0.604
H  -0.934  -4.924  3.105  0.198
H  -0.134  -4.893  4.682  0.196
H  0.139  -3.582  3.527  0.225
H  -2.185  -2.755  3.806  0.197
H  -2.633  -4.179  4.754  0.195
H  -1.525  -2.979  5.432  0.200
C  2.092  -0.791  -1.988  0.084
C  2.429  -0.698  -3.333  -0.240
C  1.881  0.332  -4.095  -0.146
C  1.015  1.232  -3.483  -0.218
H  2.483  -1.569  -1.336  0.250
H  3.109  -1.423  -3.769  0.235
H  2.122  0.436  -5.148  0.228
H  0.578  2.040  -4.058  0.220
N  1.257  0.076  -1.394  -0.437
C  0.716  1.085  -2.125  0.158
C  -0.187  1.985  -1.391  0.183
N  -0.374  1.701  -0.068  -0.467
C  -1.191  2.491  0.654  0.072
C  -1.670  3.885  -1.235  -0.145
C  -1.853  3.585  0.114  -0.240
H  -1.302  2.219  1.697  0.220
H  -2.498  4.185  0.747  0.235
C  -0.829  3.075  -1.987  -0.214
H  -0.670  3.287  -3.038  0.223
H  -2.170  4.732  -1.692  0.230
Pd  0.648  0.057  0.658  1.054
I  1.987  -2.014  1.423  -0.574
F  2.124  1.175  1.106  -0.709

Its spin multiplicity is 3. The value obtained for the HOMO energy (alpha / beta) is -7.552 / -7.804 eV. As for the relative energy (zero: lowest compared OMol25 entry of this formula, charge and spin): 0.00 kJ/mol. The gap between HOMO and LUMO (alpha / beta) comes out at 6.472 / 6.692 eV. As for the total charge: 0. The expectation value of S² is 2.006.



2.
Entry from OMol25: a molecular structure, C24H30BeBrCl5CsF2MgN2O13 (wB97M-V/def2-TZVPD).

Each line ends with the Löwdin charge.
Element x y z (Å)
O  0.657  -1.421  2.381  -0.101
C  1.375  -0.797  1.245  -0.108
C  2.608  -1.634  0.563  0.017
C  3.440  -0.979  -0.702  -0.011
C  3.007  0.514  -1.319  0.014
C  1.777  1.378  -0.648  -0.424
C  0.967  0.708  0.651  -0.204
C  -0.247  1.544  1.381  -0.375
N  -1.635  1.220  0.873  -0.345
C  -2.561  2.447  0.995  -0.263
C  -3.891  2.055  0.061  -0.183
C  -4.929  1.282  1.075  -0.159
C  -5.862  0.136  0.364  -0.028
C  -5.574  -0.436  -1.157  0.029
C  -6.559  -1.623  -1.792  -0.031
C  -7.777  -2.174  -0.844  -0.003
N  -8.048  -1.608  0.566  0.073
C  -7.170  -0.512  1.181  0.024
F  -7.576  -0.063  2.558  -0.077
H  0.232  -2.261  2.020  0.143
H  2.869  -2.702  1.013  0.113
H  4.324  -1.618  -1.138  0.093
H  3.593  0.951  -2.245  0.086
H  1.490  2.429  -1.081  -0.099
H  0.014  2.697  1.227  0.099
H  -0.212  1.250  2.537  0.163
H  -2.071  0.409  1.365  0.130
H  -2.930  2.630  2.096  0.144
H  -2.082  3.418  0.553  0.083
H  -4.351  3.004  -0.471  0.130
H  -3.460  1.373  -0.804  0.078
H  -4.243  0.714  1.870  0.130
H  -5.564  2.054  1.727  0.151
H  -4.718  -0.059  -1.861  0.089
H  -6.328  -2.012  -2.894  0.105
H  -8.454  -3.042  -1.305  0.130
H  -8.871  -2.046  1.064  0.163
C  3.227  1.324  -5.222  -1.218
O  3.164  1.336  -6.442  -0.223
O  4.271  1.366  -4.562  -0.048
O  2.256  1.268  -4.459  -0.011
Cs  -0.371  2.085  -1.154  1.667
C  1.459  -1.749  4.975  -0.096
O  1.137  -2.043  6.333  -0.052
C  0.226  -1.202  6.885  -0.559
O  -0.310  -0.258  6.325  0.106
O  0.014  -1.593  8.167  -0.016
C  -0.929  -0.793  8.876  -0.049
H  2.195  -2.483  4.636  0.050
H  0.571  -1.834  4.340  0.073
H  1.903  -0.752  4.890  0.101
H  -1.912  -0.840  8.398  0.101
H  -0.580  0.243  8.948  0.099
H  -1.020  -1.196  9.889  0.096
O  2.316  -2.132  -5.783  0.098
C  2.969  -2.248  -6.807  -0.566
O  3.061  -1.289  -7.774  -0.022
C  3.814  -1.801  -8.872  -0.155
C  4.636  -2.927  -8.300  -0.169
C  3.745  -3.466  -7.210  -0.093
H  3.117  -2.146  -9.643  0.139
H  4.442  -1.009  -9.290  0.136
H  4.918  -3.676  -9.045  0.130
H  5.556  -2.526  -7.857  0.111
H  3.051  -4.222  -7.588  0.147
H  4.327  -3.857  -6.372  0.132
O  1.286  7.336  -0.681  -0.674
Cl  -0.071  7.674  -0.296  0.707
O  -0.684  8.471  -1.341  -0.253
O  -0.049  8.431  0.940  -0.290
O  -0.836  6.457  -0.105  -0.292
C  4.729  -3.177  6.882  -1.994
Cl  4.736  -2.218  5.381  0.535
Cl  3.790  -2.320  8.130  0.550
Cl  3.989  -4.767  6.568  0.522
Cl  6.403  -3.403  7.450  0.518
Be  4.429  -0.730  -5.579  0.867
F  -6.071  -1.396  2.988  -0.548
Mg  2.629  3.165  -7.697  0.840
Br  3.229  7.673  -0.029  0.825

The value obtained for the HOMO energy is -8.445 eV. The gap between HOMO and LUMO comes out at 1.814 eV. As for the total charge: +1.



3.
Entry from OMol25: 3 unconnected molecules or ions with the total composition C14H21NO8 (wB97M-V/def2-TZVPD).

Each line ends with the natural charge from an NBO analysis.
Element x y z (Å)
O  2.665  -1.764  3.806  -0.364
N  2.793  -2.216  4.936  0.510
O  1.797  -2.698  5.500  -0.382
C  4.102  -2.119  5.614  0.031
C  4.273  -2.587  6.930  -0.167
C  5.541  -2.312  7.535  -0.220
C  6.518  -1.563  6.970  -0.174
C  6.314  -1.080  5.647  -0.204
C  5.104  -1.271  5.070  -0.195
H  3.413  -2.987  7.447  0.252
H  5.733  -2.704  8.523  0.221
H  7.492  -1.453  7.424  0.223
H  7.090  -0.555  5.110  0.225
H  4.952  -0.772  4.125  0.244
C  -2.109  -2.092  -9.528  -0.637
C  -0.740  -2.426  -8.972  -0.081
O  -0.931  -2.844  -7.656  -0.477
C  -0.026  -2.605  -6.803  0.994
O  0.866  -1.769  -6.968  -0.667
O  -0.181  -3.400  -5.709  -0.513
C  0.432  -2.973  -4.424  -0.273
H  -2.702  -1.595  -8.761  0.219
H  -2.812  -2.915  -9.656  0.218
H  -2.000  -1.420  -10.380  0.219
H  -0.043  -1.593  -9.051  0.214
H  -0.260  -3.180  -9.595  0.181
H  1.155  -2.189  -4.648  0.214
H  0.891  -3.681  -3.733  0.205
H  -0.296  -2.476  -3.783  0.186
C  -4.107  7.074  1.601  -0.632
C  -3.875  5.688  1.025  -0.067
O  -3.918  4.631  1.999  -0.490
C  -3.759  3.413  1.566  0.987
O  -3.540  2.957  0.466  -0.641
O  -4.091  2.609  2.620  -0.512
C  -3.968  1.178  2.402  -0.273
H  -4.933  7.060  2.312  0.220
H  -4.181  7.849  0.838  0.227
H  -3.214  7.402  2.133  0.210
H  -2.868  5.721  0.608  0.192
H  -4.697  5.407  0.368  0.191
H  -3.554  0.882  1.439  0.215
H  -4.931  0.671  2.456  0.184
H  -3.396  0.699  3.197  0.190

The value obtained for the HOMO energy is -10.192 eV. As for the relative energy (zero: lowest compared OMol25 entry of this formula, charge and spin): 302.95 kJ/mol. The gap between HOMO and LUMO comes out at 9.457 eV. As for the total charge: 0. Its structure (SMILES) is O=[N+]([O-])c1ccccc1.CCOC(=O)OC.CCOC(=O)OC.



4.
Entry from OMol25: a single C4H8O molecule (wB97M-V/def2-TZVPD).

Each line ends with the natural charge from an NBO analysis.
Element x y z (Å)
C  -1.255  0.290  0.632  -0.630
C  0.144  0.077  0.059  0.204
C  0.535  -1.366  -0.154  -0.624
C  0.739  1.197  -0.687  -0.114
O  1.249  0.787  0.588  -0.495
H  -1.975  -0.313  0.059  0.215
H  -1.337  -0.024  1.676  0.218
H  -1.592  1.329  0.538  0.215
H  1.525  -1.416  -0.614  0.221
H  -0.188  -1.939  -0.743  0.209
H  0.606  -1.827  0.840  0.218
H  1.323  1.049  -1.602  0.183
H  0.224  2.156  -0.593  0.180

The value obtained for the HOMO energy is -10.116 eV. As for the relative energy (zero: lowest compared OMol25 entry of this formula, charge and spin): 112.95 kJ/mol. The gap between HOMO and LUMO comes out at 11.141 eV. As for the total charge: 0. Its structure (SMILES) is CC1(C)CO1.



5.
Entry from OMol25: a molecular structure, C3H12BrCl2O3V (wB97M-V/def2-TZVPD).

Each line ends with the natural charge from an NBO analysis.
Element x y z (Å)
V  -0.281  -1.290  0.189  0.976
Cl  0.697  -3.510  -0.550  -0.720
Cl  -2.714  -1.618  -0.621  -0.735
Br  -0.646  -1.994  2.814  -0.712
C  -0.234  0.549  -2.914  -0.257
O  0.297  -0.209  -1.815  -0.700
H  -0.221  -0.053  -3.827  0.185
H  -1.285  0.772  -2.723  0.206
H  0.314  1.484  -3.051  0.158
H  1.245  -0.124  -1.959  0.468
C  -2.149  1.215  1.211  -0.264
O  -0.925  0.896  0.515  -0.721
H  -2.269  0.591  2.090  0.233
H  -2.188  2.296  1.387  0.148
H  -3.021  0.991  0.583  0.199
H  -0.931  1.543  -0.196  0.472
C  2.392  -0.197  1.824  -0.257
O  1.916  -0.531  0.528  -0.725
H  2.605  -1.096  2.403  0.202
H  3.192  0.544  1.836  0.157
H  1.568  0.268  2.376  0.210
H  2.636  -0.525  -0.102  0.478

Its spin multiplicity is 4. The value obtained for the HOMO energy (alpha / beta) is -4.013 / -4.735 eV. The gap between HOMO and LUMO (alpha / beta) comes out at 6.280 / 6.995 eV. As for the total charge: -1. The expectation value of S² is 3.756.



6.
Entry from OMol25: a molecular structure, C10H32BNOP2Zr (wB97M-V/def2-TZVPD).

Each line ends with the natural charge from an NBO analysis.
Element x y z (Å)
Zr  -0.183  -0.410  -0.169  1.471
H  2.774  -2.034  -0.746  -0.128
H  -1.924  -1.285  -1.006  0.324
P  0.102  1.246  -2.182  0.773
C  1.641  2.216  -2.245  -0.896
H  1.637  2.777  -3.192  0.292
H  1.664  2.922  -1.402  0.280
H  2.515  1.550  -2.206  0.268
C  0.170  0.363  -3.782  -0.917
H  -0.847  0.190  -4.169  0.263
H  0.702  1.034  -4.481  0.298
H  0.703  -0.591  -3.667  0.256
C  -1.115  2.540  -2.537  -0.918
H  -1.132  3.269  -1.710  0.278
H  -0.794  3.045  -3.464  0.289
H  -2.113  2.100  -2.679  0.255
C  -2.113  0.394  0.056  0.371
O  -3.093  0.976  0.351  -0.235
H  -2.340  -3.019  -1.208  0.489
H  -2.071  -2.141  -2.632  0.495
H  0.396  -2.398  -2.586  0.083
H  0.007  -3.541  -1.070  0.068
B  -0.146  -2.439  -1.504  -0.082
N  -1.749  -2.260  -1.636  -0.890
H  3.353  -2.490  -0.917  0.144
H  0.026  0.903  0.842  -0.266
C  -3.049  -1.840  2.778  -0.614
C  -1.666  -1.548  3.329  -0.718
P  -0.353  -1.609  2.099  0.875
C  1.147  -1.070  2.966  -0.717
C  1.289  -1.592  4.406  -0.613
C  -0.144  -3.369  1.643  -0.702
C  0.065  -4.229  2.884  -0.621
H  -3.362  -1.062  2.056  0.192
H  -3.715  -1.811  3.656  0.283
H  -3.110  -2.839  2.313  0.218
H  -1.633  -0.535  3.754  0.272
H  -1.404  -2.261  4.111  0.277
H  2.029  -1.330  2.342  0.258
H  1.115  0.033  2.977  0.269
H  1.601  -2.641  4.440  0.234
H  2.050  -1.006  4.933  0.277
H  0.381  -1.511  5.013  0.233
H  -1.019  -3.714  1.057  0.239
H  0.729  -3.422  0.966  0.255
H  -0.705  -4.071  3.638  0.226
H  0.045  -5.289  2.610  0.275
H  1.034  -4.037  3.342  0.235

Its spin multiplicity is 2. The value obtained for the HOMO energy (alpha / beta) is -19.856 / -19.863 eV. As for the relative energy (zero: lowest compared OMol25 entry of this formula, charge and spin): 14.60 kJ/mol. The gap between HOMO and LUMO (alpha / beta) comes out at 6.379 / 6.191 eV. As for the total charge: +3. The expectation value of S² is 0.759.



Copy entry 6 word for word.
Entry from OMol25: a molecular structure, C10H32BNOP2Zr (wB97M-V/def2-TZVPD).

Each line ends with the natural charge from an NBO analysis.
Element x y z (Å)
Zr  -0.183  -0.410  -0.169  1.471
H  2.774  -2.034  -0.746  -0.128
H  -1.924  -1.285  -1.006  0.324
P  0.102  1.246  -2.182  0.773
C  1.641  2.216  -2.245  -0.896
H  1.637  2.777  -3.192  0.292
H  1.664  2.922  -1.402  0.280
H  2.515  1.550  -2.206  0.268
C  0.170  0.363  -3.782  -0.917
H  -0.847  0.190  -4.169  0.263
H  0.702  1.034  -4.481  0.298
H  0.703  -0.591  -3.667  0.256
C  -1.115  2.540  -2.537  -0.918
H  -1.132  3.269  -1.710  0.278
H  -0.794  3.045  -3.464  0.289
H  -2.113  2.100  -2.679  0.255
C  -2.113  0.394  0.056  0.371
O  -3.093  0.976  0.351  -0.235
H  -2.340  -3.019  -1.208  0.489
H  -2.071  -2.141  -2.632  0.495
H  0.396  -2.398  -2.586  0.083
H  0.007  -3.541  -1.070  0.068
B  -0.146  -2.439  -1.504  -0.082
N  -1.749  -2.260  -1.636  -0.890
H  3.353  -2.490  -0.917  0.144
H  0.026  0.903  0.842  -0.266
C  -3.049  -1.840  2.778  -0.614
C  -1.666  -1.548  3.329  -0.718
P  -0.353  -1.609  2.099  0.875
C  1.147  -1.070  2.966  -0.717
C  1.289  -1.592  4.406  -0.613
C  -0.144  -3.369  1.643  -0.702
C  0.065  -4.229  2.884  -0.621
H  -3.362  -1.062  2.056  0.192
H  -3.715  -1.811  3.656  0.283
H  -3.110  -2.839  2.313  0.218
H  -1.633  -0.535  3.754  0.272
H  -1.404  -2.261  4.111  0.277
H  2.029  -1.330  2.342  0.258
H  1.115  0.033  2.977  0.269
H  1.601  -2.641  4.440  0.234
H  2.050  -1.006  4.933  0.277
H  0.381  -1.511  5.013  0.233
H  -1.019  -3.714  1.057  0.239
H  0.729  -3.422  0.966  0.255
H  -0.705  -4.071  3.638  0.226
H  0.045  -5.289  2.610  0.275
H  1.034  -4.037  3.342  0.235

Its spin multiplicity is 2. The value obtained for the HOMO energy (alpha / beta) is -19.856 / -19.863 eV. As for the relative energy (zero: lowest compared OMol25 entry of this formula, charge and spin): 14.60 kJ/mol. The gap between HOMO and LUMO (alpha / beta) comes out at 6.379 / 6.191 eV. As for the total charge: +3. The expectation value of S² is 0.759.



Q: The lowest total charge belongs to which entry?
A: C3H12BrCl2O3V



Q: Which of these has the highest total charge?
A: C10H32BNOP2Zr



Q: Look up the total charge of the third one.
A: 0